Density functional theory data (wB97M-V/def2-TZVPD) for 2 unconnected molecules or ions with the total composition C7H13NO at a distorted geometry.

Last column: Mulliken charge in e.
Positions of all 22 atoms, in Å:
C  -2.0515  -1.1074  0.4519  -1.0885
C  -1.3573  -0.1266  -0.1027  0.8419
C  -1.8805  1.2756  -0.1896  -1.4267
C  0.0174  -0.3435  -0.7026  0.9229
C  -0.0188  -0.2270  -2.2265  -1.5829
O  0.5635  -1.6078  -0.3965  -0.6502
H  -3.0269  -0.9383  0.8762  0.3100
H  -1.6920  -2.1224  0.4753  0.3198
H  -2.2030  1.4956  -1.2068  0.3202
H  -2.7311  1.4109  0.4736  0.4185
H  -1.1067  1.9952  0.0753  0.2506
H  0.6919  0.4431  -0.3146  -0.2326
H  -0.7325  -0.9378  -2.6312  0.3518
H  0.9644  -0.4626  -2.6239  0.4074
H  -0.2983  0.7754  -2.5264  0.4025
H  0.4969  -1.7461  0.5536  0.3793
C  2.6650  -0.5639  1.7197  -1.0800
C  2.3817  0.6956  1.6470  0.7267
N  2.3077  1.9039  1.5761  -0.5290
H  2.8288  -1.0451  2.6663  0.2598
H  2.7486  -1.1661  0.8198  0.3798
H  1.4325  2.3994  1.5858  0.2987

Calculated values
M   127.19 g/mol
Lowest unoccupied orbital energy   0.77 eV
Strongest force on any atom   0.0231 hartree/bohr
Total charge   0
HOMO energy   -9.12 eV
Energy   -11005.363 eV
ΔE to the lowest compared entry with this formula, charge and spin   2.390 eV
HOMO-LUMO gap   9.89 eV

***

Density functional theory data (wB97M-V/def2-TZVPD) for a molecular structure, C84H144F12N21O8S4 at a distorted geometry.

Last column: Mulliken charge in e.
Positions of all 273 atoms, in Å:
C  1.9649  -1.3623  2.6482  -2.1813
C  0.8047  -0.4525  2.1796  2.3736
C  0.7047  -0.4033  0.6887  -1.5831
N  -0.3229  0.4238  0.0015  1.6842
C  -1.6377  0.2023  0.6666  -0.1294
C  -0.3831  0.0744  -1.4299  -1.6519
C  -1.0495  1.2812  -2.0310  -0.0043
C  -0.2526  2.4581  -1.4122  0.1356
C  0.1171  1.9191  0.0283  2.0491
H  1.8113  -2.3702  2.3285  0.2591
H  2.1695  -1.2888  3.6947  0.6151
H  2.8803  -1.0184  2.0646  0.4389
H  0.8559  0.5238  2.5987  -0.0825
H  -0.1559  -0.8568  2.5899  -0.7749
H  0.5504  -1.3776  0.2322  -0.0374
H  1.6370  -0.1792  0.2492  0.7966
H  -2.0165  -0.7564  0.4499  -0.5734
H  -2.3147  0.9708  0.2721  0.2810
H  -1.5408  0.4957  1.7304  0.0219
H  -0.8431  -0.8002  -1.6005  1.1975
H  0.6146  0.0435  -1.7915  0.2898
H  -2.0907  1.3232  -1.8223  0.2540
H  -0.8535  1.3038  -3.0854  -0.1220
H  -0.9403  3.2552  -1.2349  0.2217
H  0.5974  2.8400  -1.9616  -1.0805
H  -0.3774  2.5262  0.7488  -0.6904
H  1.1561  1.9611  0.2885  -0.6074
C  0.5737  -5.1319  0.6551  0.3144
F  0.3604  -6.3734  0.1127  -0.2587
F  1.2826  -5.3472  1.7541  -0.2199
F  1.3086  -4.3532  -0.1190  -0.0082
S  -1.0258  -4.2875  1.1848  0.8755
O  -1.8448  -5.2830  1.8562  -0.6912
O  -0.5307  -3.2249  2.0088  -0.7437
N  -1.5439  -3.6295  -0.1092  -0.1591
S  -3.0085  -3.5456  -0.6825  1.0676
O  -4.0406  -4.1577  0.1053  -0.6124
O  -3.2061  -2.2070  -1.1297  -0.5153
C  -2.9131  -4.5832  -2.2020  0.2277
F  -2.4489  -5.8489  -1.9104  -0.2408
F  -4.1507  -4.6084  -2.6701  -0.1756
F  -2.1693  -3.9805  -3.0884  -0.1479
C  2.5228  3.1950  -5.8279  0.2514
F  2.6357  3.9501  -4.7182  -0.1594
F  2.0195  3.9721  -6.7885  -0.1422
F  3.7782  2.7539  -6.1762  -0.2162
S  1.3754  1.7235  -5.5148  1.2280
O  2.1419  0.6088  -4.9930  -0.7089
O  0.2909  2.2016  -4.6802  -0.6788
N  0.9856  1.4209  -7.0497  -0.6848
S  -0.3652  1.8262  -7.7401  1.2637
O  -1.1220  0.7159  -8.2510  -0.7665
O  -1.1380  2.8505  -7.1407  -0.4968
C  0.3306  2.4312  -9.2063  0.0790
F  -0.6513  2.9200  -10.0685  -0.2726
F  1.1297  3.4363  -9.0119  -0.1707
F  0.9376  1.4585  -9.8500  -0.2210
C  1.5102  6.5840  -2.9091  -0.9475
C  1.9835  6.1068  -1.5207  -0.3229
C  2.6646  4.7251  -1.5177  2.6845
C  4.1310  4.8465  -1.7296  -0.0284
N  5.2160  4.9562  -2.0246  -0.6615
H  2.2131  6.5702  -3.7744  0.2640
H  1.2958  7.6455  -2.7453  0.4975
H  0.5442  6.0959  -3.1686  0.0437
H  1.0500  6.0574  -0.9003  -0.1285
H  2.6484  6.8174  -0.9608  0.4627
H  2.1331  4.1863  -2.3555  -0.8932
H  2.5286  4.3028  -0.5240  -0.8405
C  -2.4885  -3.0032  -6.5935  -1.5538
C  -1.3413  -2.0623  -6.4092  2.0555
C  -0.2797  -2.1269  -7.4918  -0.0920
C  0.5133  -3.3756  -7.5756  -0.0180
N  1.1478  -4.3254  -7.7239  -0.5900
H  -2.0982  -4.0101  -6.7217  0.3758
H  -3.1555  -2.6994  -7.4065  0.3734
H  -3.0978  -3.0497  -5.7113  0.2873
H  -0.8391  -2.3508  -5.5371  -0.3303
H  -1.6632  -1.0320  -6.3198  -0.8088
H  0.4212  -1.3324  -7.4032  -0.0443
H  -0.7713  -1.8811  -8.4746  0.5636
C  5.5030  -0.9512  5.0610  -0.9213
C  5.3313  -2.1352  4.0709  0.6059
C  6.7173  -2.8026  3.6617  -0.0969
C  7.4270  -1.8130  2.7792  -0.0006
N  8.0596  -1.0291  2.1709  -0.5786
H  5.9730  -0.0023  4.6838  0.2295
H  6.0427  -1.3054  5.9159  0.3798
H  4.4551  -0.7705  5.4134  0.0873
H  4.8646  -1.9154  3.1309  -0.2338
H  4.8152  -2.8886  4.6360  -0.0084
H  6.6112  -3.7789  3.1246  0.0614
H  7.4082  -3.0965  4.4964  0.4746
C  -4.2466  1.8503  -6.7769  -1.2058
C  -3.8041  1.4497  -5.3366  2.0132
C  -3.3642  2.5813  -4.4021  2.5058
C  -4.3907  3.6371  -4.2251  -0.3906
N  -5.1791  4.4419  -4.0603  -0.6922
H  -3.3597  2.0592  -7.3292  0.0922
H  -4.8034  2.7818  -6.7019  0.4314
H  -4.8372  1.0644  -7.3260  0.3165
H  -2.9080  0.8260  -5.3870  -0.2905
H  -4.6178  0.8222  -4.8786  -1.3347
H  -2.4541  3.0347  -4.7183  -0.5803
H  -3.1786  2.1603  -3.4367  -0.6633
C  6.3356  -2.8188  -1.1327  -1.2191
C  5.7617  -3.8801  -0.3158  0.0806
C  4.2487  -4.1564  -0.6585  -0.4852
C  3.4730  -2.9330  -0.7459  0.0190
N  2.8776  -1.9625  -0.8268  0.0429
H  7.4187  -2.7885  -1.1101  0.4981
H  6.1614  -1.7973  -0.8440  0.1590
H  6.1180  -2.9563  -2.1559  0.3467
H  5.9413  -3.8440  0.7299  -0.3554
H  6.2721  -4.8234  -0.6529  0.3339
H  3.7764  -4.8618  0.0303  0.3445
H  4.1481  -4.6236  -1.6477  0.1648
C  5.7975  3.4244  1.9699  -1.6163
C  4.9026  2.2472  2.3970  0.2708
C  3.7175  2.5526  3.2804  -0.0577
C  2.7417  3.2903  2.4370  0.2092
N  1.8999  3.7861  1.8638  -0.4446
H  6.5682  3.0744  1.2609  0.3604
H  6.2002  3.9117  2.8460  0.4322
H  5.2383  4.1937  1.5122  0.3511
H  5.5068  1.5292  2.8892  0.2201
H  4.6180  1.8375  1.4098  -0.3320
H  3.9768  3.1893  4.0924  0.5958
H  3.2981  1.6053  3.5982  -0.0464
C  -2.0446  1.5840  4.7504  -1.1888
C  -1.9303  3.0455  4.3387  -0.6972
C  -0.5416  3.2948  3.7241  1.1633
C  0.5994  2.8839  4.5096  -0.2895
N  1.5158  2.7641  5.1719  -0.6806
H  -1.8983  0.8938  3.9093  0.0858
H  -3.0954  1.4303  4.9907  0.5088
H  -1.4354  1.2345  5.5658  0.4030
H  -2.1974  3.7355  5.0989  0.7396
H  -2.6835  3.0406  3.5031  0.0630
H  -0.4585  4.3470  3.5355  0.6330
H  -0.5466  2.6620  2.8085  -0.8252
C  5.6933  -7.3303  7.3077  -1.3160
C  5.5978  -6.1053  6.4231  -0.2429
C  4.4080  -6.1006  5.4237  0.4169
C  4.8698  -6.1346  4.0465  0.2446
N  5.4004  -6.0256  3.0408  -0.5751
H  5.7649  -8.3087  6.7398  0.3147
H  4.8065  -7.4071  7.9868  0.3382
H  6.5899  -7.2361  7.8962  0.3845
H  6.5442  -5.9031  5.8499  0.3454
H  5.4050  -5.1958  7.0105  0.1461
H  3.9450  -5.1395  5.5543  -0.4093
H  3.6955  -6.8848  5.6665  0.4014
C  -6.1607  -1.3823  -4.1298  -0.2755
C  -6.8949  -0.0570  -4.0062  -0.2216
C  -8.2820  -0.1524  -3.3983  -0.1777
C  -9.2754  -0.8783  -4.1707  0.1625
N  -9.9896  -1.4552  -4.8390  -0.4683
H  -6.2582  -1.9770  -3.1761  0.0107
H  -5.0247  -1.1899  -4.3159  -0.0364
H  -6.5170  -2.0463  -4.9277  0.3728
H  -6.9205  0.4793  -4.9423  0.3470
H  -6.3706  0.6474  -3.3424  0.1238
H  -8.5860  0.8376  -3.1059  0.4355
H  -8.2076  -0.6530  -2.4017  -0.1997
C  -7.9514  -3.3056  -0.5482  -1.0742
C  -7.4788  -3.2089  0.9224  -0.5570
C  -6.4517  -2.1182  1.2952  2.0039
C  -7.0222  -0.8341  1.1346  -0.0501
N  -7.5057  0.1971  0.9969  -0.5478
H  -8.4331  -2.4313  -0.9082  0.2914
H  -8.6482  -4.1447  -0.5174  0.4133
H  -7.2134  -3.7278  -1.2834  0.1727
H  -7.0678  -4.2563  1.1967  0.2017
H  -8.3646  -3.0674  1.5494  0.4621
H  -5.5719  -2.1097  0.6185  -0.7695
H  -6.0593  -2.2849  2.3445  -0.5916
C  -1.1476  6.3101  -8.4126  -1.1302
C  -1.0079  6.5095  -6.9001  -0.2927
C  -1.9927  5.6056  -6.2551  1.3276
C  -1.9607  5.6111  -4.7906  -0.0869
N  -1.8453  5.7045  -3.6515  -0.5009
H  -1.2429  5.2251  -8.5720  0.1132
H  -0.3530  6.7943  -8.9376  0.3822
H  -2.1486  6.7368  -8.7537  0.3452
H  -1.2932  7.4994  -6.6565  0.5207
H  0.0550  6.3483  -6.5852  0.1433
H  -1.8311  4.6012  -6.5851  -0.8668
H  -3.0651  5.8023  -6.5259  0.3755
C  -7.0558  4.4493  1.7511  -1.0304
C  -6.9897  4.5758  0.2629  -0.6915
C  -6.7609  3.2386  -0.4221  -0.1507
C  -5.3923  2.8063  0.0222  -0.1015
N  -4.2890  2.5896  0.1816  -0.1489
H  -7.9406  3.9011  2.1484  0.3158
H  -7.2592  5.5022  2.1983  0.3075
H  -6.1645  4.0725  2.2307  0.2663
H  -6.1468  5.1928  0.0033  0.2620
H  -7.8153  5.0443  -0.2355  0.4422
H  -6.7253  3.3801  -1.5154  0.2360
H  -7.5672  2.5500  -0.1501  0.3274
C  0.0850  -1.1400  8.3231  -1.4479
C  0.2876  -1.1297  6.8141  0.1154
C  0.0008  -2.4483  6.1405  1.3076
C  0.9928  -3.5060  6.3570  -0.1576
N  1.7035  -4.4121  6.4317  -0.5555
H  -0.9201  -1.6078  8.4651  0.3408
H  0.0551  -0.1923  8.7848  0.4658
H  0.8031  -1.8059  8.8707  0.2719
H  1.2282  -0.6605  6.5474  0.4090
H  -0.4777  -0.4975  6.3257  -0.1662
H  0.0711  -2.2945  5.0639  -0.8792
H  -0.9497  -2.8324  6.3661  0.3799
C  -3.3911  -1.8197  3.7235  0.1652
C  -3.3543  -3.2790  4.2276  -0.1524
C  -4.5918  -4.0801  3.8578  -0.0597
C  -5.7979  -3.6125  4.5601  -0.1037
N  -6.6703  -3.1345  5.0989  -0.5612
H  -2.4289  -1.3114  3.8559  -0.5609
H  -4.1333  -1.2554  4.2190  0.7442
H  -3.5271  -1.8919  2.6738  -0.3018
H  -3.1955  -3.2568  5.3156  0.3978
H  -2.4889  -3.7143  3.7981  -0.0369
H  -4.4596  -5.0324  4.2786  0.6386
H  -4.6876  -4.2327  2.8048  -0.0718
C  1.6106  -6.0513  -3.1163  -0.8738
C  0.9392  -5.1899  -4.1893  -0.6307
C  1.4121  -3.7249  -4.2267  2.2071
C  2.8541  -3.5436  -4.0811  -0.1694
N  3.9563  -3.2140  -3.9960  -0.5770
H  1.1339  -7.0342  -2.9821  0.4581
H  1.7355  -5.4555  -2.1810  -0.2459
H  2.6542  -6.2742  -3.3677  0.3746
H  -0.1457  -5.1430  -4.0996  0.1307
H  1.0833  -5.7117  -5.1537  0.4393
H  0.9705  -3.2174  -3.3706  -0.3244
H  1.1205  -3.3355  -5.1996  -0.8991
C  -2.3496  5.0305  1.0228  0.6181
C  -1.8034  6.4512  0.9691  -0.3866
C  -2.5037  7.2869  2.0269  -0.5359
C  -2.2270  6.8094  3.4381  0.2925
N  -1.9881  6.5290  4.4992  -0.4981
H  -3.3539  5.0313  0.5669  0.1444
H  -2.4209  4.8102  2.0916  -0.1937
H  -1.7428  4.2630  0.5029  -0.7978
H  -1.9580  6.9817  -0.0382  0.2564
H  -0.7306  6.3617  1.1246  0.3611
H  -3.6161  7.2066  1.9644  0.2491
H  -2.1736  8.3737  2.0279  0.3877
C  5.0403  -1.4273  8.8329  -1.1070
C  4.9141  -1.4430  10.3166  -0.6551
C  5.7228  -0.3544  10.9628  -0.2990
C  5.5588  -0.2572  12.4028  0.0586
N  5.2946  -0.2371  13.5323  -0.4194
H  6.0688  -1.4987  8.5849  0.4426
H  4.7295  -0.4671  8.3558  0.3356
H  4.4498  -2.2399  8.3749  0.3122
H  5.1460  -2.3772  10.7777  0.3846
H  3.9054  -1.2745  10.5976  0.3742
H  5.4251  0.6653  10.5369  0.2756
H  6.7771  -0.5227  10.8239  0.3043
C  6.7687  0.8442  -2.3903  -0.8705
C  5.9626  0.1688  -3.5239  -0.9269
C  4.5552  -0.2143  -3.0452  2.4202
C  3.9489  0.7824  -2.1547  -0.3538
N  3.5286  1.3587  -1.2721  0.0463
H  6.2245  1.7153  -1.9567  0.1587
H  7.7173  1.2606  -2.7102  0.4646
H  7.1148  0.1239  -1.5855  0.1172
H  6.4229  -0.7247  -3.9052  0.3746
H  5.8884  0.8647  -4.3233  0.4282
H  4.5387  -1.0975  -2.3784  -1.7192
H  3.9485  -0.5171  -3.8706  -0.0088

Calculated values
M   1932.46 g/mol
Lowest unoccupied orbital energy   1.34 eV
Strongest force on any atom   0.0892 hartree/bohr
Total charge   -1
HOMO energy   -8.70 eV
Energy   -213062.325 eV
HOMO-LUMO gap   10.04 eV